# C29H33BGeIN8Ni

C29H33BGeIN8Ni as an isolated structure at a distorted geometry (ωB97M-V/def2-TZVPD, the Open Molecules 2025 dataset).

- Total charge: 0
- HOMO-LUMO gap (alpha / beta): 5.00 / 5.37 eV
- Strongest force on any atom: 1.24 eV/A
- 2S+1: 2
- LUMO (alpha / beta): -0.54 / -0.55 eV

```
74
Properties=species:S:1:pos:R:3:forces:R:3
Ni -0.60490 0.43687 0.43808 0.539 0.989 -0.082
C -2.79342 -3.30458 2.96494 -0.012 -0.060 -0.004
C -1.38678 -2.94857 2.64569 -0.096 0.101 0.040
C -0.32911 -2.68696 3.50524 0.028 0.012 0.102
C 0.74662 -2.35397 2.70285 0.101 0.007 0.201
N 0.38137 -2.42915 1.42865 -0.063 0.011 -0.214
N -0.91089 -2.80449 1.40028 -0.050 -0.047 -0.202
B 1.25456 -2.24737 0.13788 0.383 0.380 0.223
N 2.13928 -1.04464 0.38784 0.093 0.045 0.018
C 3.47453 -0.82846 0.28566 -0.198 0.099 -0.045
C 3.71379 0.49245 0.53759 0.028 0.048 -0.030
C 2.44467 1.06040 0.77604 -0.022 0.118 0.243
C 2.14310 2.47798 1.11389 0.041 -0.049 0.005
N 1.49543 0.14119 0.69097 0.256 -0.551 -0.436
N 0.24813 -1.84285 -0.99014 -0.293 -1.144 0.393
C 0.38414 -1.83469 -2.29261 0.324 0.443 -0.292
C -0.84839 -1.56313 -2.89027 0.081 0.154 -0.300
C -1.74912 -1.44628 -1.86616 -0.241 0.103 0.069
C -3.19149 -1.11221 -1.88271 -0.110 -0.084 -0.134
N -1.08447 -1.66486 -0.67778 0.089 -0.402 -0.104
N 1.92130 -3.57651 -0.19956 -0.065 0.199 -0.193
C 3.17730 -4.08373 -0.13163 -0.100 -0.024 0.031
C 3.10993 -5.42000 -0.42778 0.011 -0.021 -0.015
C 1.74196 -5.67009 -0.66347 0.012 -0.051 0.060
C 1.08382 -6.97284 -0.99052 -0.022 0.089 -0.002
N 1.03642 -4.56229 -0.52091 0.032 0.057 -0.027
H -2.86792 -4.35888 3.24193 0.014 0.039 -0.021
H -3.46496 -3.10172 2.13411 0.008 0.017 0.026
H -3.12697 -2.69286 3.80120 0.009 -0.016 -0.021
H -0.36687 -2.68801 4.58100 0.006 -0.009 -0.057
H 1.75238 -2.06435 2.96367 -0.055 0.029 -0.041
H 4.16497 -1.60163 0.00868 -0.008 -0.035 0.034
H 4.66665 0.99668 0.54368 -0.072 -0.021 0.000
H 3.04374 2.97310 1.47826 -0.023 0.003 -0.009
H 1.37039 2.53178 1.87779 -0.067 0.077 -0.045
H 1.78424 3.01151 0.23189 -0.026 -0.040 0.007
H 1.36397 -1.95969 -2.73117 -0.080 0.051 -0.021
H -1.03996 -1.41483 -3.93982 0.018 0.015 0.059
H -3.62589 -1.37332 -2.84659 0.029 0.024 0.006
H -3.31382 -0.04093 -1.71248 0.061 0.056 0.079
H -3.74256 -1.61665 -1.09210 -0.031 0.040 0.028
H 4.03355 -3.49301 0.13170 -0.008 0.027 0.026
H 3.92978 -6.11855 -0.47233 -0.052 0.028 0.004
H 1.83128 -7.72873 -1.22192 -0.016 -0.020 -0.015
H 0.41332 -6.86978 -1.84369 0.030 0.002 -0.005
H 0.49052 -7.32498 -0.14562 0.024 -0.021 0.004
Ge -1.15076 2.76954 -0.33854 0.364 -0.481 -0.155
C -0.41165 3.66051 -1.98732 -0.088 0.161 0.083
C 0.59147 4.63195 -2.05412 -0.060 -0.010 -0.152
C 1.00405 5.17855 -3.26912 -0.008 -0.100 0.068
C 0.42924 4.75568 -4.45788 0.006 0.009 0.007
C -0.57077 3.79073 -4.41989 0.026 -0.088 0.055
C -0.97661 3.25670 -3.20354 0.107 0.057 -0.018
C -1.17975 4.13163 1.13078 0.067 0.103 -0.077
C -2.30708 4.19780 1.95833 0.030 0.030 -0.011
C -2.36702 5.05455 3.05088 -0.001 -0.074 -0.011
C -1.29475 5.88398 3.35214 0.026 -0.002 -0.045
C -0.17289 5.85643 2.53633 -0.009 -0.098 -0.053
C -0.12060 4.99096 1.44542 -0.111 0.037 0.102
H -2.65844 2.82531 -0.75591 -0.052 -0.009 -0.008
H 1.05523 5.00863 -1.15064 -0.010 -0.026 0.004
H 1.77443 5.94215 -3.28347 -0.013 -0.029 0.013
H 0.75173 5.17673 -5.40318 -0.027 -0.002 0.026
H -1.03627 3.45831 -5.34176 -0.003 0.013 0.021
H -1.77185 2.51481 -3.19060 0.006 0.024 -0.023
H -3.16196 3.56768 1.74018 0.021 -0.032 0.016
H -3.25511 5.06759 3.67409 0.028 0.013 -0.036
H -1.33457 6.54795 4.20777 -0.009 -0.009 -0.024
H 0.67121 6.50298 2.75081 -0.027 0.004 -0.020
H 0.77085 5.01372 0.83073 0.009 -0.061 0.043
I -2.70807 0.23747 1.76688 -0.724 -0.446 0.525
C -1.56389 -2.82499 0.11490 0.066 0.323 0.219
H -1.26721 -3.71958 -0.43163 -0.057 -0.126 0.050
H -2.63254 -2.75410 0.25814 -0.062 0.153 0.054
```
Positions in Å, forces in eV/Å.